The following is a quantum chemistry calculation of a gas-phase ion, C5H13N4O (charge +1) at a distorted geometry, from the OMol25 dataset.

## Properties
E_HOMO (alpha / beta) (eV): -9.564 / -13.388
LUMO energy (alpha / beta) (eV): -2.9 / -7.9
<S²>: 2.01
Kohn-Sham gap (alpha / beta) (eV): 6.6 / 5.5
Total energy (eV): -13389.7943
Charge: +1
2S+1: 3

Each line ends with the Mulliken charge.
CARTESIAN COORDINATES (ANGSTROEM)
C1 1.726 0.165 0.849  0.41
C2 -0.088 0.781 -0.518  -0.16
C3 -2.348 0.128 0.338  -1.20
C4 -1.810 -0.223 -2.254  -1.13
C5 -1.305 -0.196 -0.784  0.19
N1 2.146 0.427 -0.404  -0.27
N2 2.509 -0.389 1.771  0.03
N3 2.060 -0.592 3.139  -0.43
N4 1.037 0.390 -1.263  -0.13
O1 0.443 0.430 0.934  -0.44
H1 -0.430 1.859 -0.661  0.23
H2 -2.866 -0.795 0.546  0.35
H3 -3.012 0.994 0.032  0.35
H4 -1.750 0.596 1.152  0.32
H5 -2.544 0.574 -2.320  0.34
H6 -2.207 -1.229 -2.518  0.31
H7 -0.937 0.073 -2.955  0.34
H8 -0.937 -1.158 -0.516  0.36
H9 2.912 1.061 -0.663  0.27
H10 2.010 -1.576 3.295  0.31
H11 1.075 -0.116 3.124  0.38
H12 3.379 -0.696 1.453  0.24
H13 0.936 -0.509 -1.778  0.35

Forces on the atoms, in the same order (eV/Å):
-1.49 3.54 -2.71
-1.72 -1.74 0.45
0.75 2.04 -1.32
1.65 0.57 0.08
0.16 1.45 0.83
1.30 -0.60 -1.96
-0.08 -1.82 5.53
-1.44 2.47 -4.21
1.34 -0.14 -1.02
-3.38 0.90 0.44
1.02 -1.12 0.98
-0.45 0.19 0.60
0.29 -1.32 0.10
-0.83 -1.06 0.06
-0.31 -0.19 -0.48
0.18 0.96 0.10
-1.48 -0.71 0.84
0.66 -0.91 0.07
-0.32 -0.17 -0.11
0.00 -0.92 0.55
2.10 -1.24 0.45
1.76 -0.99 0.16
0.30 0.81 0.57